# 1
Entry from the OMol25 dataset: 6 unconnected molecules or ions with the total composition C44H84BFNO16P2S6Si in a non-equilibrium geometry (ωB97M-V/def2-TZVPD).

The spin multiplicity is 1. Its charge is -1. The largest force on an atom is 0.22955 Eh/bohr.

Cartesian coordinates (Å):
S (7.8766, 1.5018, -0.0536)
S (-6.5876, -0.7274, 4.7743)
S (-8.0254, 5.1475, -1.1346)
S (5.3433, -0.8132, -7.9396)
S (5.7334, -8.0353, 5.7198)
S (3.2501, 5.0187, 0.7647)
P (6.0068, 1.7137, 0.5751)
P (4.5686, 0.6453, -0.7396)
Si (-6.2150, -0.0295, -1.3008)
F (3.7519, -0.4837, -1.8273)
O (3.9587, -3.0261, -0.2675)
O (5.8239, 1.2446, 2.2744)
O (4.4935, -0.3169, -6.8776)
O (5.7362, 3.4662, 0.5666)
O (-6.9147, 5.3896, -0.2355)
O (4.4556, 4.5029, 1.3786)
O (-6.1802, -2.0455, 4.3303)
O (4.4228, 3.3246, -2.1684)
O (2.6050, 4.3582, -0.3524)
O (6.7086, -0.3603, -8.1161)
O (-6.7443, 0.3840, 3.8598)
O (5.5975, -8.0710, 7.1607)
O (6.0218, -0.2378, -1.2546)
O (-7.8758, 4.4045, -2.3682)
O (4.1649, -0.5904, 0.4723)
O (4.7703, -7.3686, 4.8663)
N (5.1810, -3.9533, -2.5635)
C (7.3640, -7.4373, 5.3211)
C (1.8112, 1.7749, -1.1119)
C (0.3254, 1.3833, -0.4513)
C (4.4672, -0.6568, -9.4887)
C (7.3979, -9.7429, 4.5511)
C (5.0583, -2.4201, 1.8083)
C (-3.4909, 1.2233, -1.4494)
C (-2.0488, 2.5961, 0.2916)
C (-3.0227, 2.7730, -1.0453)
C (-6.4672, 0.3874, 7.1347)
C (-7.2186, -2.9096, -1.4725)
C (8.2258, -8.6907, 5.2873)
C (-8.0742, -0.8708, 5.7546)
C (5.3321, -2.5944, -7.8858)
C (4.1513, -2.9891, -8.7602)
C (3.5096, 6.7393, 0.3602)
C (5.5359, -3.9992, 1.8994)
C (5.5268, 0.4095, -4.3688)
C (6.0674, 1.5935, -3.3602)
C (-10.3019, 6.4017, -1.4054)
C (-5.5212, -0.2158, 6.1071)
C (-4.7186, 0.8193, -0.4360)
C (3.0212, 1.5123, -0.0423)
C (-7.6696, -0.5535, 7.1933)
C (2.3095, 6.7192, 2.5118)
C (-7.7162, 1.2326, -1.1890)
C (-0.4891, 2.7873, -0.1760)
C (5.9851, -9.7031, 5.1311)
C (6.1937, -1.5290, -0.5286)
C (4.7993, -1.9289, 0.2309)
C (-7.8019, -4.2986, -0.8015)
C (2.5494, 7.5352, 1.2425)
C (4.4341, -3.5671, -1.5493)
C (-8.0186, -4.4440, 0.8347)
C (-10.4666, 5.5297, -0.1616)
C (4.2217, -2.0802, -9.9864)
C (-5.9607, -0.3808, -3.1827)
C (-9.3870, 4.4498, -0.2123)
C (-8.8137, 6.7024, -1.5042)
C (-6.8351, -1.6479, -0.4475)
C (4.3044, -5.0520, 2.2136)
C (-7.5834, -3.1498, 1.7989)
C (2.0402, 5.2970, 2.0431)
C (-6.9940, -1.7242, 1.1835)
B (4.9876, 1.9449, -2.1251)
H (-3.9747, 3.4527, -0.8281)
H (3.3051, 6.8976, -0.7017)
H (4.1912, -4.0469, -9.0359)
H (3.5272, -0.1328, -9.2950)
H (-5.0916, -1.1619, -3.3839)
H (5.9839, -4.2635, 0.8248)
H (-7.7260, -3.2133, 2.9593)
H (6.3327, -4.0780, 2.7554)
H (5.0748, -0.0834, -10.1933)
H (6.0247, 0.4775, -5.4383)
H (-0.2236, 0.6797, -1.2426)
H (3.2112, -2.8137, -8.2235)
H (5.8826, -10.3820, 5.9822)
H (-2.4710, 3.2786, -1.9505)
H (6.8649, -1.1674, 0.3902)
H (-3.7811, 1.2672, -2.5835)
H (-4.2856, 0.1648, 0.4594)
H (4.5522, 6.9856, 0.5796)
H (5.5812, 2.0944, 2.7880)
H (-4.7774, 0.4932, 5.7396)
H (-10.8937, 7.3193, -1.3393)
H (-7.1160, -2.8656, -2.6381)
H (3.2066, 6.7435, 3.1420)
H (5.8076, -0.6600, -3.9250)
H (-8.5024, -0.1118, 7.7494)
H (-5.7663, 0.6659, -3.7077)
H (-5.9858, 0.4925, 8.1113)
H (-7.3841, -1.4786, 7.7087)
H (7.8357, -10.7415, 4.6460)
H (7.6895, -6.7123, 6.0690)
H (-9.7357, 3.5600, -0.7437)
H (-8.0945, -5.1680, -1.5550)
H (2.6022, 0.8615, 0.8621)
H (5.2327, -9.9386, 4.3742)
H (1.9652, 1.3117, -2.1746)
H (-8.5061, 7.4233, -0.7408)
H (6.1866, 2.5666, -4.0415)
H (-0.4292, 3.4033, -1.1967)
H (1.5980, 7.6790, 0.7162)
H (-6.7247, -0.8142, 1.9002)
H (6.4464, 3.9135, 0.0018)
H (-7.9637, 1.3302, -0.0390)
H (-10.6328, 5.8476, -2.2919)
H (3.2898, 2.5667, 0.4459)
H (3.9457, -5.5280, 1.1817)
H (9.1832, -8.5070, 4.7910)
H (7.3158, -6.9660, 4.3349)
H (3.3510, -4.5304, 2.6995)
H (-2.2323, 1.5148, 0.7583)
H (-5.0278, -1.1088, 6.5025)
H (-9.0450, 4.1756, 0.7889)
H (-2.3942, 3.4281, 1.0493)
H (7.3649, -9.4987, 3.4823)
H (3.9883, -2.3745, 2.3144)
H (-8.5103, 7.0495, -2.4933)
H (-6.9824, -0.8011, -3.5945)
H (4.5919, -5.9323, 2.9316)
H (0.0677, 3.4340, 0.6254)
H (1.7634, 2.9562, -1.2774)
H (-8.8017, -0.1482, 5.3748)
H (3.3073, -2.1369, -10.5852)
H (-11.4659, 5.0866, -0.1074)
H (5.0543, -2.3958, -10.6269)
H (-8.5937, 0.6962, -1.7914)
H (2.9520, 8.5274, 1.4693)
H (6.2748, -2.9480, -8.3140)
H (0.4266, 0.8091, 0.5739)
H (6.8815, -2.3533, -0.9933)
H (1.4741, 7.1145, 3.0970)
H (4.7768, 3.8351, -2.9574)
H (-8.4733, -1.8842, 5.6632)
H (1.0483, 5.2133, 1.5890)
H (8.4331, -9.0317, 6.3087)
H (-7.3498, 2.2266, -1.6874)
H (-6.7920, 1.3824, 6.8078)
H (7.1664, 1.3927, -2.9400)
H (5.7879, -1.6743, 2.3750)
H (-2.6073, 0.4609, -1.2219)
H (-8.4642, -5.4263, 1.2989)
H (-5.1076, 1.8233, 0.0784)
H (5.2360, -2.9366, -6.8540)
H (2.1553, 4.5547, 2.8347)
H (-10.3308, 6.1452, 0.7360)
H (4.3596, 0.4446, -4.4584)

# 2
Entry from the OMol25 dataset: 12 unconnected molecules or ions with the total composition C44H84N12O4 in a non-equilibrium geometry (ωB97M-V/def2-TZVPD).

The spin multiplicity is 1. The largest force on an atom is 0.06457 Eh/bohr. Its SMILES is CNC(C)=O.CNC(C)=O.CNC(C)=O.CNC(C)=O.CCCC#N.CCCC#N.CCCC#N.CCCC#N.CCCC#N.CCCC#N.CCCC#N.CCCC#N.

Cartesian coordinates (Å):
O (-0.2144, 1.5386, -0.1009)
O (2.5604, 4.0325, -1.9197)
O (3.2089, -0.0448, 1.6301)
O (-4.8229, 3.2364, 1.6121)
N (-3.7797, 1.1621, -2.8352)
N (3.6033, -0.9665, -5.6622)
N (3.8398, 3.9337, 3.2618)
N (2.6088, 1.8376, -1.5452)
N (-2.4535, 4.4098, -4.3003)
N (5.3497, 0.3745, 1.9936)
N (-2.9000, 3.0692, 0.4051)
N (4.9982, -4.2279, -0.2533)
N (-2.1176, -1.3700, 2.9988)
N (-7.1882, 0.6396, -2.9564)
N (0.5627, -0.4845, 0.5039)
N (0.0841, -4.9283, 2.6441)
C (-5.7179, 1.5885, -6.3046)
C (3.5872, -2.6873, -2.5011)
C (2.9508, 2.9585, -2.2868)
C (-1.6985, 3.6868, -3.8045)
C (5.5825, 0.8374, 0.6168)
C (4.0134, 2.7408, -3.3954)
C (-3.9768, -4.1342, 3.5759)
C (0.6859, 4.0903, 1.8933)
C (-4.4251, 1.8879, -3.4510)
C (-0.9949, -5.1005, 2.3268)
C (3.0999, 3.7660, 2.4078)
C (-6.9932, -0.2017, 0.4786)
C (0.2802, 3.2424, 3.1163)
C (2.0532, 3.6581, 1.3840)
C (5.1941, -6.1251, 1.5109)
C (0.1789, -1.2392, 4.2178)
C (0.2726, 0.0510, 5.0015)
C (-0.6126, 2.9545, -3.2373)
C (-3.6837, 2.8278, 1.5001)
C (-6.7411, 0.3143, -1.9361)
C (5.6163, -5.5292, 2.8466)
C (-0.8810, 0.4748, 5.8937)
C (-3.5389, -5.3836, 2.8810)
C (-6.0254, 0.1096, -0.6810)
C (6.9710, -4.7882, 2.8225)
C (-1.0785, -1.3979, 3.4873)
C (-1.6731, -0.2530, -0.4313)
C (4.4271, -1.6302, -5.1939)
C (-5.0490, 2.8482, -5.7554)
C (-3.0774, 1.9055, 2.5393)
C (4.0541, -0.4307, 3.9537)
C (-0.3521, 1.6895, -3.8672)
C (-5.2802, 2.8555, -4.1882)
C (0.4438, -1.9159, 0.5592)
C (5.0584, -2.4681, -2.9306)
C (0.2968, 1.7374, -5.2318)
C (2.8907, 0.4581, -1.7302)
C (5.3464, -2.4713, -4.4549)
C (4.1538, -0.0435, 2.4418)
C (5.0510, -5.0907, 0.5082)
C (-2.3985, -5.1211, 1.8532)
C (-0.4096, 0.3173, 0.0259)
C (-8.0545, 0.8925, 0.6729)
C (-3.3010, 3.9164, -0.6898)
H (-8.5579, 1.1305, -0.2541)
H (1.2397, 0.0530, 5.5463)
H (-5.6032, 3.7154, -6.1537)
H (3.3501, 0.2694, 4.3851)
H (-7.4612, -1.1677, 0.2330)
H (-7.6989, 1.7836, 1.2018)
H (5.7646, -3.1647, -2.4046)
H (-3.2014, -3.7398, 4.2001)
H (-2.4542, 1.1559, 2.0650)
H (-5.3377, -0.6643, -0.8194)
H (0.3109, 1.1487, -3.1616)
H (-1.9970, 2.6386, 0.4277)
H (-5.6136, 0.6734, -5.7162)
H (0.5055, 0.7475, -5.5995)
H (-1.2784, 1.1212, -3.9083)
H (3.7919, 1.7956, -3.9841)
H (-0.0119, 2.1891, 2.8405)
H (4.9701, -0.4230, 4.5409)
H (4.0742, 3.6017, -4.0994)
H (1.0727, 3.1983, 3.9259)
H (-1.3599, -0.2517, 6.5538)
H (6.3661, -1.9643, -4.6139)
H (3.5776, 0.2910, -2.5155)
H (-1.7629, 0.7476, 5.2652)
H (4.5911, 0.6969, 0.1012)
H (3.5369, -2.3997, -1.4027)
H (5.7057, -6.3697, 3.5365)
H (-4.0241, 3.0435, -5.9192)
H (1.8465, 2.0053, -0.8643)
H (-3.8814, 1.3944, 3.0996)
H (-2.5635, -5.7948, 0.9858)
H (-0.4728, 2.2143, -5.8900)
H (5.4189, -1.4599, -2.5602)
H (-6.7329, 1.8203, -6.3942)
H (6.0195, 0.5733, 2.7714)
H (0.6388, 5.1457, 2.1904)
H (1.9934, 2.6152, 1.0360)
H (-6.3121, 2.5820, -4.0388)
H (-3.1199, 3.5012, -1.6456)
H (-6.3714, -0.2363, 1.3598)
H (-2.1133, -0.8331, 0.3777)
H (-5.0061, 3.8395, -3.7302)
H (-2.3698, 0.5232, -0.7956)
H (-0.9559, 2.7406, -2.2007)
H (1.1853, 2.3438, -5.3337)
H (1.0127, -1.3070, 3.5070)
H (3.1386, -3.6490, -2.6747)
H (-0.5282, -2.2407, 0.9875)
H (3.1728, -0.0750, -0.8148)
H (1.1553, -2.3404, 1.2765)
H (0.2877, 3.5597, -3.1924)
H (-4.7410, -4.3385, 4.2651)
H (-2.5421, -4.0895, 1.5485)
H (-0.6252, 3.7596, 3.5515)
H (6.3417, 0.2813, 0.1293)
H (6.0378, -6.8247, 1.1727)
H (6.8932, -3.7617, 2.4677)
H (-4.3990, -3.4725, 2.9224)
H (7.3620, -4.7279, 3.8133)
H (1.4867, -0.0959, 0.7829)
H (-4.3260, -5.7855, 2.2771)
H (0.0498, 3.9845, 1.0367)
H (5.8215, 1.9397, 0.6621)
H (-4.3707, 4.1648, -0.5667)
H (2.9800, -1.9638, -3.0710)
H (7.6384, -5.2482, 2.1152)
H (0.4743, 0.8455, 4.2756)
H (-2.5109, 2.4922, 3.2656)
H (0.2707, -2.0893, 4.8692)
H (0.7291, -2.3960, -0.3682)
H (5.3778, -3.4432, -4.9136)
H (4.9226, 2.7116, -2.7912)
H (4.3296, -6.7600, 1.5653)
H (2.0166, -0.0553, -2.1239)
H (-3.2568, -6.1510, 3.5925)
H (-5.3741, 1.4230, -7.3364)
H (-8.8250, 0.5346, 1.3969)
H (-1.4494, -0.9503, -1.2982)
H (4.8596, -4.8854, 3.2292)
H (-5.5212, 1.0577, -0.4676)
H (3.7254, -1.4480, 4.0317)
H (-0.6017, 1.3674, 6.4567)
H (-2.7205, 4.8653, -0.6620)
H (2.4248, 4.2720, 0.5243)

Summary of Kohn-Sham gap in Eh
0.2160, 0.3387
(order as listed above)
Summary of lowest unoccupied orbital energy in eV
1.53, 0.18
(order as listed above)
Summary of DFT total energy in hartree
-6470.94724, -2684.95079
(order as listed above)